[1]
The following is a DFT calculation (ωB97M-V/def2-TZVPD) of an isolated molecule of C10H13NO in a non-equilibrium geometry.

Computed properties:
- Energy relative to the best compared isomer or geometry (same formula, charge and spin): 224.6 kJ/mol
- Kohn-Sham gap: 9.09 eV
- Highest occupied orbital energy: -8.2 eV
- Molar mass: 163.220 g mol⁻¹
- Calculated total energy: -518.757364 Eh

```
! wB97M-V def2-TZVPD RIJCOSX def2/J DEFGRID3
* xyz 0 1
O 1.196 2.265 -1.252
C 2.004 1.364 -0.444
C 1.139 0.560 0.628
C 1.797 -0.830 1.057
N 1.230 -1.859 0.250
C 0.417 -1.720 -0.893
C -0.694 -0.816 -0.316
C -2.015 -0.964 -0.707
C -3.094 -0.106 -0.245
C -2.776 0.922 0.566
C -1.370 1.211 0.749
C -0.332 0.302 0.385
H 0.534 2.790 -0.756
H 2.789 1.862 0.121
H 2.369 0.713 -1.244
H 1.099 1.146 1.462
H 2.853 -0.926 0.875
H 1.608 -0.944 2.100
H 1.786 -2.695 0.262
H 0.877 -1.432 -1.822
H -0.064 -2.663 -1.148
H -2.354 -1.665 -1.456
H -4.116 -0.076 -0.795
H -3.619 1.486 1.194
H -1.265 2.073 1.429
*
```

natural (NBO) population analysis, charges in e, atoms 1 to 6: number 1, O, carries -0.735; number 2, C, carries -0.044; number 3, C, carries -0.274; number 4, C, carries -0.184; number 5, N, carries -0.651; number 6, C, carries -0.224

***

[2]
The following is a DFT calculation (ωB97M-V/def2-TZVPD) of an isolated molecule of C10H13NO in a non-equilibrium geometry.

Computed properties:
- Energy relative to the best compared isomer or geometry (same formula, charge and spin): 382.9 kJ/mol
- Kohn-Sham gap: 9.86 eV
- Highest occupied orbital energy: -9.0 eV
- Molar mass: 163.220 g mol⁻¹
- Calculated total energy: -518.697073 Eh

```
! wB97M-V def2-TZVPD RIJCOSX def2/J DEFGRID3
* xyz 0 1
C -2.809 -1.407 0.661
N -2.258 -0.759 -0.558
O -2.911 0.420 -0.952
C -1.667 0.487 -0.272
C -1.788 1.078 1.095
C -0.317 0.846 -1.260
C 1.009 0.400 -0.753
C 1.928 1.291 -0.085
C 3.175 0.816 0.367
C 3.587 -0.561 0.155
C 2.627 -1.494 -0.392
C 1.368 -0.936 -0.791
H -3.712 -0.932 1.020
H -3.193 -2.295 0.304
H -2.096 -1.626 1.449
H -1.497 0.294 1.771
H -2.838 1.274 1.204
H -1.190 1.968 1.129
H -0.192 1.927 -1.180
H -0.639 0.561 -2.220
H 1.565 2.273 -0.017
H 3.866 1.648 0.687
H 4.604 -0.983 0.444
H 2.739 -2.577 -0.692
H 0.637 -1.712 -1.115
*
```

natural (NBO) population analysis, charges in e, atoms 1 to 6: number 1, C, carries -0.466; number 2, N, carries -0.170; number 3, O, carries -0.385; number 4, C, carries 0.395; number 5, C, carries -0.671; number 6, C, carries -0.427

***

[3]
The following is a DFT calculation (ωB97M-V/def2-TZVPD) of an isolated molecule of C10H13NO2S in a non-equilibrium geometry.

Computed properties:
- Energy relative to the best compared isomer or geometry (same formula, charge and spin): 85.7 kJ/mol
- Kohn-Sham gap: 9.33 eV
- Highest occupied orbital energy: -8.6 eV
- Molar mass: 211.286 g mol⁻¹
- Calculated total energy: -992.266773 Eh

```
! wB97M-V def2-TZVPD RIJCOSX def2/J DEFGRID3
* xyz 0 1
C -1.445 -2.095 -0.935
C -0.972 -1.578 -2.270
O 0.151 -0.803 -2.320
C 0.033 0.433 -1.803
O -1.034 0.949 -1.377
N 1.244 1.078 -1.765
C 1.471 2.279 -1.107
S 2.246 2.093 0.519
C 1.062 1.087 1.388
C 1.476 -0.224 1.641
C 0.609 -1.112 2.265
C -0.655 -0.645 2.588
C -1.058 0.706 2.344
C -0.212 1.580 1.735
H -1.988 -1.187 -0.374
H -2.200 -2.878 -1.135
H -0.556 -2.475 -0.345
H -0.688 -2.384 -3.007
H -1.870 -1.016 -2.655
H 2.029 0.426 -2.056
H 2.123 2.959 -1.643
H 0.478 2.760 -0.997
H 2.560 -0.349 1.289
H 0.974 -2.123 2.504
H -1.377 -1.196 3.202
H -2.036 1.054 2.709
H -0.365 2.662 1.606
*
```

natural (NBO) population analysis, charges in e, atoms 1 to 6: number 1, C, carries -0.651; number 2, C, carries -0.078; number 3, O, carries -0.507; number 4, C, carries 0.890; number 5, O, carries -0.671; number 6, N, carries -0.640

***

[4]
The following is a DFT calculation (ωB97M-V/def2-TZVPD) of an isolated molecule of C10H13NO3S in a non-equilibrium geometry.

Computed properties:
- Energy relative to the best compared isomer or geometry (same formula, charge and spin): 70.5 kJ/mol
- Kohn-Sham gap: 9.85 eV
- Highest occupied orbital energy: -9.1 eV
- Molar mass: 227.285 g mol⁻¹
- Calculated total energy: -1067.485290 Eh

```
! wB97M-V def2-TZVPD RIJCOSX def2/J DEFGRID3
* xyz 0 1
C -2.409 0.324 1.053
S -1.756 -0.274 -0.541
O -1.789 -1.718 -0.541
O -2.483 0.380 -1.606
C 0.038 0.329 -0.641
C 0.868 -0.680 0.338
C 1.296 -1.911 -0.120
C 1.936 -2.767 0.760
C 2.135 -2.395 2.080
C 1.702 -1.158 2.526
C 1.063 -0.294 1.653
N 0.467 0.315 -1.988
C 0.108 1.619 -2.535
C 0.253 2.503 -1.297
O 0.021 1.633 -0.190
H -2.329 1.402 1.050
H -3.440 0.003 1.123
H -1.805 -0.122 1.832
H 1.133 -2.201 -1.145
H 2.277 -3.733 0.418
H 2.629 -3.070 2.763
H 1.856 -0.867 3.554
H 0.727 0.677 1.979
H 0.084 -0.467 -2.502
H -0.919 1.643 -2.915
H 0.808 1.890 -3.327
H 1.267 2.909 -1.209
H -0.475 3.314 -1.261
*
```

natural (NBO) population analysis, charges in e, atoms 1 to 6: number 1, C, carries -0.858; number 2, S, carries 2.071; number 3, O, carries -0.951; number 4, O, carries -0.968; number 5, C, carries 0.212; number 6, C, carries 0.046

***

[5]
The following is a DFT calculation (ωB97M-V/def2-TZVPD) of an isolated molecule of C10H13NO3S in a non-equilibrium geometry.

Computed properties:
- Energy relative to the best compared isomer or geometry (same formula, charge and spin): 0.0 kJ/mol
- Kohn-Sham gap: 9.68 eV
- Highest occupied orbital energy: -9.2 eV
- Molar mass: 227.285 g mol⁻¹
- Calculated total energy: -1067.512150 Eh

```
! wB97M-V def2-TZVPD RIJCOSX def2/J DEFGRID3
* xyz 0 1
C 0.819 1.357 1.584
C 1.786 1.395 0.407
C 1.113 1.406 -0.973
C 0.478 0.063 -1.380
C -0.795 -0.317 -0.649
C -1.757 0.634 -0.328
C -2.932 0.264 0.302
C -3.170 -1.063 0.611
C -2.233 -2.020 0.262
C -1.060 -1.653 -0.373
N 1.456 -1.013 -1.270
S 2.202 -1.150 0.207
O 1.256 -1.524 1.199
O 3.354 -1.955 0.012
O 2.742 0.334 0.470
H 1.383 1.434 2.510
H 0.269 0.422 1.600
H 0.127 2.192 1.520
H 2.405 2.301 0.489
H 1.884 1.638 -1.714
H 0.374 2.204 -1.002
H 0.215 0.134 -2.447
H -1.604 1.675 -0.570
H -3.664 1.019 0.551
H -4.083 -1.349 1.111
H -2.415 -3.061 0.483
H -0.335 -2.401 -0.647
H 2.183 -0.967 -1.967
*
```

natural (NBO) population analysis, charges in e, atoms 1 to 6: number 1, C, carries -0.651; number 2, C, carries 0.092; number 3, C, carries -0.441; number 4, C, carries -0.071; number 5, C, carries -0.074; number 6, C, carries -0.211

***

[6]
The following is a DFT calculation (ωB97M-V/def2-TZVPD) of a cluster of 2 separate species, C10H13O2 in total.

Computed properties:
- Energy relative to the best compared isomer or geometry (same formula, charge and spin): 18.9 kJ/mol
- Kohn-Sham gap: 7.20 eV
- Highest occupied orbital energy: -4.1 eV
- Molar mass: 165.212 g mol⁻¹
- Calculated total energy: -539.384877 Eh

```
! wB97M-V def2-TZVPD RIJCOSX def2/J DEFGRID3
* xyz -1 1
C -0.812 -0.259 2.626
C -0.954 0.618 3.873
C 0.096 -1.509 2.749
O 0.546 -1.753 3.889
O 0.277 -2.094 1.659
H -1.767 -0.721 2.396
H -0.527 0.306 1.731
H -0.982 1.672 3.576
H -0.120 0.395 4.535
H -1.913 0.429 4.349
C 2.308 1.726 -1.828
C 0.314 0.328 -1.194
C 0.959 1.131 -2.125
C -0.950 -0.168 -1.471
C -1.562 0.029 -2.707
C 0.410 1.219 -3.399
C -0.844 0.695 -3.684
H 0.721 0.082 -0.224
H -1.440 -0.716 -0.677
H 2.281 2.415 -0.989
H 2.747 2.228 -2.687
H -2.572 -0.326 -2.836
H 0.910 1.820 -4.148
H -1.202 0.777 -4.705
H 3.007 0.934 -1.543
*
```

natural (NBO) population analysis, charges in e, atoms 1 to 6: number 1, C, carries -0.528; number 2, C, carries -0.622; number 3, C, carries 0.766; number 4, O, carries -0.785; number 5, O, carries -0.802; number 6, H, carries 0.194

***

- What is the formula in the third record?
  C10H13NO2S

***

- Which of these has the lowest highest occupied orbital energy?
  number 5

***

- What is the highest occupied orbital energy in the third record?
  -8.6 eV